No. 1
Computed, not measured: C18H33N3O4PSr as an isolated structure, with ωB97M-V/def2-TZVPD.

Element x y z (Å)
N 4.206 -0.617 3.609
P 3.875 -0.305 2.136
O 3.452 1.244 2.027
O 5.253 -0.609 1.217
C 2.567 -1.407 1.397
N 3.296 -2.666 1.045
C 1.937 -0.676 0.162
C 2.925 -0.308 -1.017
C 3.360 1.174 -1.082
C 2.154 2.133 -1.049
C 1.010 1.621 -1.969
C -0.133 2.689 -1.986
C -1.432 2.093 -1.353
C -1.787 2.701 0.049
C -3.323 2.813 0.159
C -3.971 1.682 0.999
C -3.363 0.272 0.750
C -4.379 -0.648 0.028
N -3.668 -1.873 -0.362
C -4.028 -2.675 -1.405
C -3.195 -3.741 -1.474
C -2.216 -3.592 -0.419
C -2.570 -2.431 0.204
C 1.399 -1.844 2.356
O 1.411 -1.658 3.571
O 0.469 -2.401 1.720
H 5.172 -0.905 3.731
H 2.491 1.363 2.018
H 5.615 -1.402 1.634
H 3.202 -2.829 0.070
H 2.854 -3.448 1.531
H 1.427 0.209 0.551
H 1.134 -1.314 -0.238
H 2.453 -0.534 -1.996
H 3.825 -0.956 -0.954
H 3.873 1.339 -2.045
H 4.101 1.434 -0.318
H 2.387 3.152 -1.362
H 1.743 2.131 -0.030
H 1.398 1.448 -2.987
H 0.615 0.659 -1.623
H -0.341 2.876 -3.047
H 0.153 3.615 -1.480
H -2.242 2.277 -2.068
H -1.314 1.004 -1.308
H -1.373 2.045 0.826
H -1.277 3.669 0.108
H -3.546 3.759 0.680
H -3.833 2.900 -0.806
H -4.005 1.931 2.065
H -5.030 1.633 0.695
H -2.471 0.270 0.123
H -3.146 -0.160 1.733
H -4.764 -0.149 -0.866
H -5.163 -0.925 0.742
H -4.849 -2.506 -2.091
H -3.198 -4.575 -2.166
H -1.396 -4.240 -0.147
H -2.012 -2.067 1.059
Sr 4.265 -2.677 -1.347

net charge = +1
gap between HOMO and LUMO = 3.15 eV
E = -1542.5543 hartree
LUMO level = -6.4 eV
HOMO energy = -9.581 eV

Per-atom natural (NBO) charges, elementary charge units:
1 N -1.273
2 P 2.178
3 O -0.964
4 O -1.027
5 C -0.339
6 N -0.813
7 C -0.467
8 C -0.369
9 C -0.416
10 C -0.391
11 C -0.406
12 C -0.393
13 C -0.396
14 C -0.411
15 C -0.400
16 C -0.402
17 C -0.410
18 C -0.192
19 N -0.346
20 C -0.072
21 C -0.312
22 C -0.324
23 C -0.074
24 C 0.705
25 O -0.627
26 O -0.763
27 H 0.370
28 H 0.518
29 H 0.507
30 H 0.157
31 H 0.450
32 H 0.254
33 H 0.278
34 H 0.222
35 H -0.005
36 H 0.207
37 H 0.249
38 H 0.239
39 H 0.191
40 H 0.193
41 H 0.190
42 H 0.215
43 H 0.205
44 H 0.209
45 H 0.192
46 H 0.204
47 H 0.205
48 H 0.215
49 H 0.202
50 H 0.214
51 H 0.204
52 H 0.203
53 H 0.221
54 H 0.203
55 H 0.206
56 H 0.211
57 H 0.214
58 H 0.218
59 H 0.242
60 Sr 1.903

=====

No. 2
Computed, not measured: a 2-piece molecular cluster, C2H4O4S2 overall, with ωB97M-V/def2-TZVPD.

Element x y z (Å)
C 0.689 0.201 -1.450
C -1.491 0.194 0.601
O 1.243 -2.079 0.134
O 3.065 -0.511 -0.104
O 0.978 0.348 1.032
O -0.031 2.426 -0.012
S 1.711 -0.751 -0.197
S 0.057 1.010 -0.023
H -0.747 -0.808 -2.098
H -1.191 -0.506 1.371
H -2.395 0.791 0.968
H -1.889 -0.316 -0.222

gap between HOMO and LUMO (spin up / spin down) = 8.33 / 8.33 eV
E = -1175.6576 hartree
LUMO level (spin up / spin down) = -1.7 / -1.7 eV
HOMO energy (spin up / spin down) = -10.014 / -10.015 eV

Per-atom natural (NBO) charges, elementary charge units:
1 C -0.867
2 C -0.841
3 O -0.880
4 O -0.850
5 O -0.863
6 O -0.850
7 S 2.204
8 S 1.976
9 H 0.206
10 H 0.263
11 H 0.264
12 H 0.238

=====

No. 3
Computed, not measured: a 2-piece molecular cluster, C5H16N3 overall, with ωB97M-V/def2-TZVPD.

Element x y z (Å)
N -2.845 0.261 0.816
C -1.685 -0.118 0.179
N -1.129 1.163 -0.593
N -1.456 -1.446 0.456
H -3.637 0.442 0.203
H -3.047 -0.452 1.509
H -1.925 1.113 -1.240
H -1.455 1.659 0.237
H -2.140 -1.924 -0.136
H -0.485 -1.566 0.134
C 2.256 1.935 0.015
C 1.816 0.661 -0.723
C 1.585 -0.472 0.252
C 1.522 -1.852 -0.379
H 1.620 2.098 0.891
H 2.130 2.828 -0.587
H 3.284 1.817 0.341
H 2.610 0.424 -1.460
H 0.958 0.792 -1.375
H 0.684 -0.240 0.844
H 2.338 -0.481 1.044
H 0.798 -1.815 -1.211
H 1.213 -2.625 0.333
H 2.480 -2.127 -0.823

net charge = +1
gap between HOMO and LUMO = 8.67 eV
E = -364.0239 hartree
LUMO level = -5.6 eV
HOMO energy = -14.278 eV

Per-atom natural (NBO) charges, elementary charge units:
1 N -0.772
2 C 0.718
3 N -0.718
4 N -0.763
5 H 0.431
6 H 0.416
7 H 0.384
8 H 0.395
9 H 0.436
10 H 0.444
11 C -0.602
12 C -0.414
13 C -0.392
14 C -0.640
15 H 0.188
16 H 0.221
17 H 0.221
18 H 0.210
19 H 0.210
20 H 0.147
21 H 0.227
22 H 0.183
23 H 0.215
24 H 0.254

=====

No. 4
Computed, not measured: C2H2CsFLiO2 as an isolated structure, with ωB97M-V/def2-TZVPD.

Element x y z (Å)
F -1.756 -3.140 -2.265
O -1.837 -2.980 -0.124
O -1.957 -2.137 1.024
C -2.089 -2.339 -1.251
C -2.518 -1.089 -1.462
H -2.815 -0.496 -0.603
H -2.620 -0.729 -2.483
Li -0.558 -0.958 0.757
Cs 0.636 4.353 1.920

gap between HOMO and LUMO (spin up / spin down) = 3.51 / 7.59 eV
E = -355.2544 hartree
LUMO level (spin up / spin down) = -0.7 / -0.4 eV
HOMO energy (spin up / spin down) = -4.162 / -7.978 eV
multiplicity = 2

Per-atom natural (NBO) charges, elementary charge units:
1 F -0.325
2 O -0.305
3 O -0.739
4 C 0.685
5 C -0.732
6 H 0.228
7 H 0.223
8 Li 0.888
9 Cs 0.078

=====

No. 5
Computed, not measured: the molecule C5H9N, with ωB97M-V/def2-TZVPD.

Element x y z (Å)
C 0.645 -0.740 -1.378
N 2.156 0.273 0.712
C 0.725 0.753 0.547
C -0.136 -0.019 -0.440
C -1.405 -0.396 -0.066
C -2.077 0.038 1.074
H 1.241 -0.084 -1.979
H 1.346 -1.371 -0.911
H 0.057 -1.333 -1.979
H 1.471 1.320 -0.023
H 2.674 1.027 1.136
H 0.090 1.153 1.301
H -1.830 -1.168 -0.774
H -1.835 0.861 1.616
H -3.123 -0.314 1.162

gap between HOMO and LUMO = 6.13 eV
E = -250.4427 hartree
LUMO level = -1.0 eV
HOMO energy = -7.174 eV

Per-atom natural (NBO) charges, elementary charge units:
1 C -0.661
2 N -0.700
3 C -0.299
4 C 0.066
5 C -0.236
6 C -0.340
7 H 0.235
8 H 0.252
9 H 0.205
10 H 0.364
11 H 0.321
12 H 0.198
13 H 0.211
14 H 0.184
15 H 0.200

=====

No. 6
Computed, not measured: C52H19BrF19GeI2N2OPSZn as an isolated structure, with ωB97M-V/def2-TZVPD.

Element x y z (Å)
Zn 1.537 -1.514 -0.081
I 2.024 -4.495 -4.214
C 2.932 -2.693 -3.723
C 3.833 -2.092 -4.627
C 4.415 -0.887 -4.357
I 5.718 -0.060 -5.762
C 4.134 -0.222 -3.135
C 4.621 1.049 -2.758
C 4.281 1.591 -1.551
C 3.461 0.859 -0.680
N 2.988 -0.321 -1.005
C 3.273 -0.859 -2.223
C 2.606 -2.101 -2.520
O 1.753 -2.593 -1.668
H 4.051 -2.600 -5.556
H 5.260 1.594 -3.442
H 4.638 2.568 -1.258
H 3.197 1.231 0.304
F 1.997 -9.062 2.889
C 1.605 -7.872 2.445
C 0.324 -7.426 2.703
F -0.518 -8.188 3.396
C -0.070 -6.187 2.233
F -1.321 -5.814 2.512
C 0.779 -5.364 1.501
P 0.256 -3.677 1.000
C -0.370 -3.023 2.593
C 0.589 -2.733 3.562
C 0.213 -2.169 4.770
C -1.123 -1.863 5.005
C -2.077 -2.138 4.039
C -1.703 -2.728 2.839
C -1.220 -3.920 -0.032
C -1.826 -2.760 -0.512
C -2.912 -2.825 -1.367
C -3.393 -4.063 -1.773
C -2.781 -5.223 -1.321
C -1.699 -5.155 -0.454
C 2.073 -5.837 1.255
Br 3.348 -4.836 0.301
C 2.476 -7.077 1.722
F 3.705 -7.539 1.497
H 1.637 -2.934 3.364
H 0.962 -1.948 5.519
H -1.417 -1.405 5.941
H -3.117 -1.897 4.218
H -2.451 -2.944 2.085
H -1.451 -1.787 -0.218
H -3.363 -1.910 -1.729
H -4.236 -4.122 -2.448
H -3.144 -6.189 -1.647
H -1.226 -6.072 -0.127
F -2.783 4.949 -2.556
C -2.039 4.236 -3.414
C -1.070 3.358 -2.965
C -0.328 2.707 -3.939
F 0.676 1.894 -3.578
C -0.540 2.886 -5.291
F 0.199 2.246 -6.196
C -1.532 3.759 -5.701
F -1.755 3.950 -6.998
C -2.282 4.441 -4.762
F -3.227 5.291 -5.162
Ge -0.600 2.998 -1.097
S -0.572 0.860 -0.782
C 1.143 3.882 -0.814
C 1.850 3.597 0.343
F 1.325 2.772 1.261
C 3.089 4.132 0.630
F 3.733 3.816 1.757
C 3.668 5.004 -0.276
F 4.865 5.529 -0.026
C 2.999 5.319 -1.443
F 3.554 6.159 -2.316
C 1.755 4.759 -1.693
F 1.165 5.125 -2.840
C -1.918 3.831 0.099
C -3.250 3.494 -0.087
F -3.597 2.667 -1.084
C -4.265 3.970 0.718
F -5.533 3.611 0.515
C -3.947 4.807 1.773
F -4.906 5.254 2.581
C -2.632 5.161 1.998
F -2.326 5.958 3.022
C -1.643 4.673 1.161
F -0.388 5.061 1.435
N 0.758 -0.442 1.339
C -0.113 0.371 1.237
C -1.058 1.039 2.157
C -2.427 0.970 1.934
C -3.302 1.484 2.880
C -2.809 2.092 4.027
C -1.438 2.173 4.238
C -0.560 1.633 3.311
H -2.798 0.515 1.024
H -4.369 1.417 2.715
H -3.494 2.505 4.757
H -1.051 2.651 5.128
H 0.508 1.668 3.474

gap between HOMO and LUMO = 7.38 eV
E = -11840.3837 hartree
LUMO level = -0.5 eV
HOMO energy = -7.886 eV

These are the Mulliken partial charges, in e, on atoms 1 to 99:
1 Zn -0.239
2 I 0.046
3 C -0.452
4 C -0.282
5 C -0.452
6 I 0.070
7 C 1.253
8 C -0.804
9 C -0.944
10 C -0.286
11 N -0.548
12 C 0.700
13 C -0.438
14 O -0.053
15 H 0.352
16 H 0.195
17 H 0.484
18 H 0.829
19 F -0.288
20 C 0.595
21 C 0.301
22 F -0.291
23 C -0.008
24 F -0.373
25 C -0.224
26 P 1.347
27 C 0.617
28 C -0.704
29 C -0.756
30 C -0.554
31 C -0.648
32 C -0.067
33 C 0.840
34 C -0.423
35 C -0.722
36 C -0.705
37 C -0.747
38 C -0.686
39 C -0.268
40 Br -0.096
41 C 0.311
42 F -0.323
43 H 0.381
44 H 0.424
45 H 0.402
46 H 0.469
47 H 0.456
48 H 0.362
49 H 0.545
50 H 0.390
51 H 0.421
52 H 0.399
53 F -0.296
54 C 0.502
55 C -0.529
56 C -0.060
57 F -0.007
58 C -0.190
59 F -0.294
60 C 0.764
61 F -0.304
62 C 0.083
63 F -0.303
64 Ge 1.322
65 S -0.250
66 C -0.497
67 C -0.264
68 F 0.156
69 C 0.197
70 F -0.365
71 C 0.554
72 F -0.360
73 C 0.328
74 F -0.321
75 C 0.545
76 F -0.307
77 C -0.768
78 C 0.355
79 F -0.521
80 C 0.269
81 F -0.364
82 C 0.742
83 F -0.358
84 C 0.308
85 F -0.364
86 C 0.435
87 F -0.335
88 N -0.769
89 C 0.040
90 C 1.986
91 C 0.158
92 C -0.971
93 C -0.630
94 C -1.180
95 C -0.446
96 H 0.558
97 H 0.468
98 H 0.489
99 H 0.461

=====

The highest E belongs to which entry? C5H9N